# 1
10
Properties=species:S:1:pos:R:3:forces:R:3 method="wB97M-V/def2-TZVPD" e_lumo_ev="-0.050 / -3.362" homo_energy_ha="-0.2489 / -0.3077" s2=2.0091 e_above_lowest_kcal_mol=0.0 spin_multiplicity=3
Mg -0.911 0.100 2.370 0.01 0.09 -0.41
N -0.346 0.518 -0.805 -1.08 0.04 0.52
S -1.310 -0.715 -0.001 0.45 0.46 0.01
S -0.141 1.881 -0.106 0.84 1.70 -0.11
O 1.062 2.475 -0.765 -2.08 0.08 1.47
O -0.215 1.884 1.369 0.06 -0.14 -1.22
F -1.327 2.919 -0.478 1.05 -1.18 0.27
Ag 1.454 0.610 -1.919 -0.82 0.23 0.55
O 2.811 -0.546 -2.487 1.47 -1.24 -1.45
H 3.676 -0.619 -2.083 0.09 -0.06 0.36


# 2
19
Properties=species:S:1:pos:R:3:forces:R:3 method="wB97M-V/def2-TZVPD" e_lumo_ev="-7.405 / -8.687" homo_energy_ha="-0.6416 / -0.6261" total_charge=+2 s2=0.7511 e_above_lowest_kcal_mol=23.2 spin_multiplicity=2
Ag 0.001 -0.210 -0.075 0.31 4.32 -0.19
O 0.693 -1.276 -1.464 4.04 -4.45 -5.23
H 0.649 -1.901 -2.191 -0.50 -0.41 -0.64
H 1.649 -1.310 -1.284 -0.02 -0.10 -0.25
O -0.616 1.283 1.223 -2.72 3.61 2.11
H -1.432 1.834 1.092 1.03 -0.26 0.20
H -0.591 1.212 2.182 0.18 0.16 0.45
O -1.408 -1.284 0.511 -4.73 -4.31 2.09
H -2.297 -1.024 0.794 -0.15 -0.87 -0.08
H -1.322 -2.196 0.166 -1.05 0.31 0.49
O -1.165 0.620 -1.354 -1.55 1.65 -3.51
H -1.989 1.010 -1.072 -0.56 0.40 -0.61
H -0.881 0.894 -2.257 -0.67 -0.03 0.65
O 1.571 1.079 -0.511 1.29 2.42 -0.26
H 1.195 1.963 -0.321 0.62 -0.29 -0.15
H 2.522 1.179 -0.550 0.59 0.26 -0.22
O 1.014 -0.752 1.372 6.03 -0.59 2.63
H 0.589 -0.929 2.169 -1.10 -0.88 2.56
H 1.820 -0.191 1.568 -1.03 -0.94 -0.06


# 3
11
Properties=species:S:1:pos:R:3:forces:R:3 method="wB97M-V/def2-TZVPD" e_lumo_ev="-1.611 / -5.849" homo_energy_ha="-0.3897 / -0.3479" s2=0.7702 spin_multiplicity=2
Al 0.243 -1.461 -0.822 -0.59 1.77 0.61
B -1.876 0.713 -1.528 1.18 -2.25 0.00
H -1.011 0.649 -2.170 3.56 0.12 -3.02
H -1.546 0.482 -0.527 1.41 -0.57 4.72
H -2.381 1.666 -1.580 -1.75 4.09 -0.06
H -2.648 0.006 -1.786 -3.13 -2.75 -1.28
B 1.829 -0.405 1.709 -2.42 -0.27 0.44
H 1.411 -1.396 1.788 -1.92 -4.01 1.42
H 1.047 0.335 1.776 -3.18 2.56 -0.49
H 2.642 -0.257 2.404 4.04 -0.25 2.15
H 2.290 -0.333 0.736 2.79 1.55 -4.49


# 4
11
Properties=species:S:1:pos:R:3:forces:R:3 method="wB97M-V/def2-TZVPD" e_lumo_ev=3.573 homo_energy_ha=-0.1974 total_charge=-1 spin_multiplicity=1
O -0.927 0.096 -3.049 -0.08 -0.02 -0.22
P -0.405 0.650 -1.751 -0.01 -0.13 0.06
Al -0.750 -0.845 0.084 -0.53 -0.20 -0.12
S 0.959 -0.101 1.574 0.15 0.01 -0.35
O 2.022 -1.067 1.662 0.19 -0.08 0.17
O 1.321 1.267 1.292 0.01 0.17 0.01
F 0.388 -0.018 3.093 -0.15 -0.07 0.15
H -0.953 1.927 -1.456 0.09 0.09 0.09
H 0.956 1.042 -1.822 0.06 0.11 0.03
H -0.436 -2.322 -0.394 0.17 0.01 0.10
H -2.175 -0.630 0.768 0.10 0.12 0.07


# 5
10
Properties=species:S:1:pos:R:3:forces:R:3 method="wB97M-V/def2-TZVPD" e_lumo_ev=-21.818 homo_energy_ha=-0.9715 total_charge=+3 e_above_lowest_kcal_mol=111.1 spin_multiplicity=1
Al -11.424 24.605 24.713 2.10 -0.53 0.56
O -9.325 22.839 23.872 -0.37 -0.06 -0.40
H -8.683 23.031 23.144 -0.27 0.07 0.16
H -8.896 22.135 24.423 -0.16 0.36 0.06
O -8.766 25.662 24.277 -0.09 -0.69 -0.89
H -8.498 26.421 23.692 -0.21 0.04 0.43
H -7.919 25.318 24.653 -0.29 0.47 0.46
O -9.767 24.217 27.034 -0.59 0.65 -0.09
H -10.325 24.358 27.843 0.31 -0.06 -0.10
H -9.012 23.656 27.345 -0.42 -0.25 -0.20


# 6
10
Properties=species:S:1:pos:R:3:forces:R:3 method="wB97M-V/def2-TZVPD" e_lumo_ev=-21.553 homo_energy_ha=-0.9775 total_charge=+3 e_above_lowest_kcal_mol=87.4 spin_multiplicity=1
Al 7.126 -7.218 23.637 -2.88 -1.51 0.02
O 5.993 -7.188 26.122 0.98 -0.09 -0.83
H 5.260 -7.846 26.255 0.27 0.22 -0.20
H 6.620 -7.338 26.886 -0.24 0.21 -0.34
O 5.220 -9.199 23.610 0.54 0.39 -0.25
H 4.357 -9.120 23.133 0.32 0.23 0.30
H 5.067 -9.869 24.320 0.23 0.29 -0.24
O 6.465 -7.571 20.949 0.75 -0.11 0.42
H 5.863 -8.305 20.658 0.08 0.36 0.42
H 6.412 -6.871 20.238 -0.06 0.00 0.69